ORCA calculation (ωB97M-V with the def2-TZVPD basis set) on C48H57N6OSSnTe as an isolated structure.

XYZ file:
```
115
C48H57N6OSSnTe (ωB97M-V with the def2-TZVPD basis set)
H 4.450 -2.166 0.820
H -4.052 3.971 -3.698
H 0.949 2.386 4.973
H 1.002 -4.018 5.213
C -0.111 3.851 0.631
H -2.758 2.982 1.232
H 2.402 -2.291 1.846
H -6.763 -5.130 0.221
H -1.212 5.601 0.330
H 2.836 -3.692 -2.936
H 0.898 5.335 -1.835
H -4.444 1.376 2.090
C 0.278 -5.854 0.431
H 4.354 -3.076 -1.442
C -1.043 5.346 2.457
H -1.955 4.766 2.556
C 1.689 -1.666 1.325
O -0.297 -1.703 -3.280
Sn -0.983 -1.185 -0.954
H 1.816 -2.358 -2.303
C -1.823 1.692 -2.715
H -1.813 -2.422 -5.167
H 5.468 -0.821 0.282
H -4.895 1.226 -2.636
C 3.303 0.545 -0.869
H 1.819 2.331 0.605
H -0.998 -3.980 -5.422
H -0.491 -3.122 4.931
H 1.422 -1.594 5.468
H 0.416 -3.779 3.565
C -0.426 2.645 1.211
H 0.389 5.884 0.967
H 2.091 4.081 -2.121
C 0.645 -1.096 2.110
C 1.176 2.112 -0.261
Te -3.665 -1.531 -2.103
H 3.872 3.323 -0.896
H -0.807 3.495 -3.759
H -0.325 5.007 3.200
H -0.331 -2.501 -6.122
C -0.328 0.650 5.264
H 5.296 0.710 -1.540
C -5.652 -3.484 -0.714
N 0.964 -3.492 -3.798
C -0.056 -2.652 -4.016
H 1.738 1.046 5.800
C 0.802 1.590 5.698
C -0.701 2.046 2.469
C 4.655 -1.487 -0.011
C -0.168 -4.568 0.172
H -4.585 -6.575 -0.029
H -4.218 2.997 0.241
H 4.109 1.530 -2.558
C -0.492 0.686 2.648
C -0.474 5.227 1.050
C -4.400 -3.267 -1.207
H 3.362 5.648 -0.920
H -5.390 2.973 -4.270
C 1.313 -6.358 -0.341
C -5.841 -4.785 -0.209
H 5.246 -1.697 -2.094
N -0.201 -0.186 1.628
H 1.694 -7.355 -0.179
H -3.000 0.517 1.539
H 2.667 -5.908 -1.949
C 4.723 2.659 -0.846
H 6.042 -2.818 -0.986
C -3.847 1.119 1.218
C -1.038 1.849 -0.858
H 2.022 6.193 0.051
C -0.923 2.912 -2.869
C -3.064 1.978 -1.961
N 1.211 -0.173 -0.399
H -6.417 -2.727 -0.727
H -0.400 -0.163 5.989
H -1.277 1.191 5.269
C -0.092 0.068 3.912
H 5.556 3.134 -1.356
C 2.079 -1.083 0.128
C 3.423 -0.699 -0.295
H 2.799 4.662 0.434
C 0.651 -1.025 3.574
N -1.160 0.809 -1.863
C -4.396 2.947 -3.831
H 1.081 -4.292 -4.401
C -4.729 -5.556 -0.323
C 1.851 -5.557 -1.335
H -1.276 6.387 2.665
H -0.171 -6.444 1.212
H -0.890 2.655 3.338
N 0.337 -3.806 -0.784
C -4.427 2.208 -2.497
C -0.442 3.019 -1.639
C 1.315 -2.014 4.467
C 1.525 4.592 -1.336
C 0.508 -3.316 4.546
C -0.852 -2.917 -5.262
C -3.353 2.396 0.531
N -0.122 1.651 0.232
H -0.968 -4.120 0.748
H -3.720 2.446 -4.520
H 0.561 2.038 6.657
H 2.318 -2.237 4.093
S -3.434 -4.700 -1.061
C 4.398 1.329 -1.520
C 5.102 -2.321 -1.215
C 1.827 -3.397 -2.640
H -5.030 2.757 -1.770
C 1.886 0.889 -0.792
C 2.482 5.310 -0.381
C -2.566 2.081 -0.694
C 1.327 -4.284 -1.528
H 4.997 2.512 0.195
H -4.453 0.534 0.530
C 0.605 3.547 -0.715
```

LUMO level (alpha / beta)	-3.99 / -3.99	eV
frontier orbital gap (alpha / beta)	4.28 / 4.28	eV
charge	+1
multiplicity	1
ΔE to the lowest compared entry with this formula, charge and spin	13.512	eV
HOMO (alpha / beta)	-8.27 / -8.27	eV

ORCA calculation (ωB97M-V with the def2-TZVPD basis set) on a 10-piece molecular cluster, C34H61N4O16 overall.

XYZ file:
```
115
C34H61N4O16 (ωB97M-V with the def2-TZVPD basis set)
H -30.015 -3.611 -0.409
H -33.947 0.615 -3.529
C -36.412 -3.315 -3.333
O -37.413 -0.771 -1.294
H -32.458 -0.116 -9.161
H -28.039 -0.623 -10.017
H -31.492 3.598 -7.281
H -25.389 1.285 -0.665
H -29.212 -3.229 -5.512
O -37.319 -2.287 -2.942
C -27.497 0.623 -0.415
C -28.881 -1.027 -10.576
O -35.354 0.026 -9.486
H -33.194 -5.206 -3.920
C -25.992 0.620 -0.049
O -26.486 -2.770 -0.194
H -35.241 1.391 -2.534
H -28.831 -0.489 -11.528
H -28.061 -0.936 -1.714
C -33.256 1.705 -1.903
H -32.182 0.219 -2.712
H -35.134 -2.130 -0.537
C -27.845 -0.825 -0.648
H -31.676 -3.295 -1.092
C -35.609 -3.562 -2.081
H -36.950 -4.247 -3.518
C -35.619 0.715 -7.160
H -32.101 -7.160 -1.112
H -32.052 -0.512 -7.441
C -36.803 -1.618 -1.871
H -34.758 -4.211 -2.316
N -32.137 0.965 -2.031
C -30.979 -5.237 -1.499
H -31.156 4.662 -5.986
H -33.948 0.710 -5.761
C -35.278 -0.213 -8.304
H -31.120 -6.776 -7.641
O -33.340 2.597 -1.060
H -25.932 1.077 0.944
C -31.788 -6.097 -8.187
H -35.309 -1.945 -5.995
H -31.542 -5.973 -5.710
H -28.078 1.076 0.392
O -27.235 -4.909 -7.462
H -31.349 0.122 -0.379
C -31.080 3.613 -6.271
H -28.747 -1.225 -0.184
H -35.339 1.734 -7.416
H -30.036 -5.790 -1.482
O -31.702 -4.425 0.618
H -30.158 0.601 -1.585
H -31.785 1.062 -7.991
C -28.792 -3.450 -6.495
C -34.855 0.150 -5.964
H -30.877 -0.468 -10.696
C -27.663 1.861 -6.304
H -31.041 0.087 -4.977
H -31.461 3.009 -5.452
O -33.237 -4.302 -7.666
H -33.563 -1.646 -6.157
O -32.520 -1.601 -3.537
O -25.610 -0.742 0.034
C -26.642 -1.590 -0.204
O -30.457 -2.006 -2.808
C -32.197 -5.655 0.475
C -31.018 -3.988 -0.570
H -27.858 -1.827 -7.550
C -29.585 3.425 -6.534
C -35.405 -2.151 -1.592
H -35.762 -3.091 -4.180
H -34.593 -1.651 -2.128
H -27.680 1.335 -1.222
C -31.065 0.922 -1.069
C -34.552 -1.305 -6.450
C -26.725 -3.665 -7.617
C -31.759 0.027 -8.342
H -34.084 -4.424 -5.278
H -33.063 -5.779 -1.423
C -31.265 -1.601 -3.676
H -29.596 -3.211 -7.194
O -28.923 4.379 -6.938
C -32.496 -5.184 -7.237
C -30.353 -0.359 -8.707
H -32.477 -6.795 -8.657
H -29.699 1.568 -5.857
C -30.673 -0.945 -4.921
H -29.595 -0.805 -4.900
H -31.147 -5.056 -2.561
O -25.732 -3.408 -8.230
H -30.776 1.828 -0.545
H -27.045 2.693 -6.633
O -29.425 -0.312 -7.903
C -32.118 -6.085 -0.956
C -34.275 1.518 -3.019
O -34.614 -1.284 -7.878
C -27.565 -2.635 -6.887
H -27.444 1.024 -6.969
H -35.531 0.092 -5.117
H -31.045 -1.491 -5.788
C -33.112 -4.713 -4.891
H -34.219 2.400 -3.651
C -28.307 -4.924 -6.495
H -27.042 -2.299 -5.992
H -36.162 -4.234 -1.418
H -31.191 -5.489 -8.861
H -36.708 0.679 -7.073
H -32.644 -3.787 -4.534
H -29.056 -5.620 -6.863
N -29.043 2.234 -6.234
N -32.289 -5.325 -5.901
N -30.159 -0.626 -10.014
H -27.343 1.543 -5.307
H -28.731 -2.091 -10.749
O -32.667 -6.314 1.358
H -27.796 -5.186 -5.567
```

LUMO level	1.95	eV
frontier orbital gap	8.59	eV
charge	-1
multiplicity	1
HOMO	-6.64	eV

ORCA calculation (ωB97M-V with the def2-TZVPD basis set) on C21H15AgF4N6 as an isolated structure.

XYZ file:
```
47
C21H15AgF4N6 (ωB97M-V with the def2-TZVPD basis set)
N -0.697 1.584 1.774
C 5.566 -4.428 -0.523
N 5.549 -5.508 -2.833
F -1.855 3.765 0.579
C -1.486 0.686 -2.389
C -3.446 4.103 3.847
C 0.166 0.724 2.543
C -0.826 -0.422 -4.529
C -2.081 -0.168 -5.049
H -0.333 -2.364 0.120
C 1.911 -1.160 -0.215
H 2.429 -0.202 -0.497
F -1.502 1.147 4.588
C -3.084 4.335 2.529
C 5.938 -3.057 -0.455
F -3.307 2.708 5.715
C -0.011 -1.805 0.998
F -3.651 5.291 1.709
C -2.819 3.066 4.501
N 0.768 -0.662 0.509
C -3.037 0.506 -4.274
H -0.776 -1.477 1.554
H 1.557 -1.703 -1.110
H -0.446 -0.006 3.105
H -3.939 0.930 -4.785
C -1.414 2.474 2.523
H -4.104 4.796 4.369
C 5.428 -5.073 0.703
H -3.572 1.328 -2.384
C -2.776 0.848 -2.976
Ag -1.057 1.166 -0.362
N -2.616 -0.829 -7.507
H -0.064 -0.785 -5.173
H 0.594 -2.485 1.633
H 0.426 -0.194 -2.818
C 5.523 -5.036 -1.785
C 1.290 0.126 1.659
C -2.381 -0.514 -6.435
H 0.729 1.328 3.321
H 1.897 0.974 1.301
C -2.041 3.576 1.893
N 6.198 -1.936 -0.473
H 1.921 -0.599 2.275
N 5.296 -5.399 1.814
H 2.586 -1.870 0.289
C -0.593 -0.041 -3.192
C -1.858 2.263 3.916
```

LUMO level	4.36	eV
frontier orbital gap	7.20	eV
charge	-2
multiplicity	1
ΔE to the lowest compared entry with this formula, charge and spin	0.294	eV
HOMO	-2.83	eV

ORCA calculation (ωB97M-V with the def2-TZVPD basis set) on C27H19F3N6O5RuS2 as an isolated structure.

XYZ file:
```
63
C27H19F3N6O5RuS2 (ωB97M-V with the def2-TZVPD basis set)
C -2.311 -0.327 -5.621
C 3.510 3.924 2.552
H 1.797 -2.884 0.454
H -1.815 -3.287 3.301
H 3.748 4.474 4.619
C 2.306 2.894 4.346
H 4.596 1.060 1.302
H -0.625 -1.409 2.761
H 3.095 3.219 0.591
C -4.531 -0.161 -4.624
O 1.207 1.460 -0.261
C -3.464 3.092 -0.692
N 0.507 0.285 1.645
H -0.284 -0.469 -6.305
C 3.243 3.830 3.910
C 3.013 -1.880 1.909
C -0.417 -0.394 -4.173
C -2.234 -4.345 -0.373
H -3.172 -6.111 0.388
C 4.021 0.154 1.175
C -2.699 -5.167 0.635
C 2.448 -2.048 0.665
C 2.854 3.116 1.638
H -2.339 -4.623 -1.415
H -3.098 -0.197 -2.326
O -1.257 2.025 -1.619
C -0.947 -0.401 -5.453
F -4.352 2.395 -1.422
O -2.543 0.786 0.017
C -1.935 -3.589 2.266
H 4.207 -0.562 3.152
H 2.086 2.808 5.403
O -1.302 2.804 0.703
C -0.744 -1.555 1.689
F -4.059 3.445 0.455
N 1.923 3.366 -1.589
C -1.427 -2.727 1.268
H 0.652 -0.443 -4.015
H 2.824 -2.607 2.686
O -1.195 -2.381 -1.110
H -2.927 -5.417 2.763
H 3.618 0.628 -0.791
C 1.891 2.179 2.062
C 2.653 -1.096 -0.335
H 4.241 4.639 2.194
S -1.954 2.067 -0.339
C -3.117 -0.246 -4.479
H -2.770 -0.329 -6.600
N -0.177 -0.601 0.930
H 0.910 1.368 3.789
F -3.169 4.209 -1.367
N 3.485 -0.049 -0.053
C 3.799 -0.745 2.169
C 1.540 2.510 -0.915
S 1.909 -1.140 -1.874
C 1.644 2.083 3.450
N -1.181 -0.328 -3.081
Ru -0.518 -0.363 -1.062
C -2.502 -0.254 -3.230
C -2.557 -4.782 1.968
N -5.664 -0.098 -4.808
C -1.609 -3.109 -0.107
C 1.167 1.302 1.183
```

LUMO level (alpha / beta)	1.93 / 1.77	eV
frontier orbital gap (alpha / beta)	4.24 / 6.49	eV
charge	-1
multiplicity	6
ΔE to the lowest compared entry with this formula, charge and spin	2.738	eV
HOMO (alpha / beta)	-2.30 / -4.72	eV

ORCA calculation (ωB97M-V with the def2-TZVPD basis set) on a 2-piece molecular cluster, C16H39B2O4 overall.

XYZ file:
```
61
C16H39B2O4 (ωB97M-V with the def2-TZVPD basis set)
C 5.277 -3.528 -3.439
O -5.690 -0.760 -0.401
H 5.334 -4.440 -4.042
H 4.628 -0.379 -0.370
C 0.027 -2.517 1.761
C 0.166 0.071 1.763
O 1.091 2.020 4.094
H -1.514 2.684 0.113
O 3.940 -3.058 -3.346
C 2.587 -0.974 -0.165
H -5.417 1.143 0.395
H -0.773 -3.201 2.022
H -5.760 -1.481 1.532
H -3.238 -0.174 0.054
H 0.611 -2.348 2.661
H 2.153 -1.958 -0.043
C -1.350 1.611 0.212
H -6.990 -0.285 1.134
B 1.494 2.589 2.868
H -1.038 0.275 -1.530
H -7.148 -1.897 0.494
C -1.777 0.952 -1.115
C 0.552 2.772 1.659
H 0.483 2.637 4.536
H -1.994 1.305 1.034
H -3.033 -0.782 -1.556
H 2.156 -0.008 -1.989
C 1.275 1.260 -0.532
O 2.817 2.981 2.810
B 0.237 1.369 0.747
H 2.728 -0.493 0.791
C -4.327 0.929 -1.414
C -5.534 0.640 -0.562
H 0.872 3.586 1.015
H 5.932 -2.766 -3.873
C -0.567 -1.188 1.243
H -0.411 0.392 2.628
H -1.587 -1.175 1.615
H -0.645 -1.245 0.161
H 3.634 -2.856 -4.236
H 4.404 -2.116 -0.523
H -0.406 3.105 2.075
H 1.128 -0.254 2.170
C 2.623 1.980 -0.343
H -1.998 1.719 -1.853
H 3.137 1.657 0.556
H -4.085 1.984 -1.347
H 3.967 -1.056 -1.862
H 5.617 -3.749 -2.431
H 3.263 1.783 -1.203
C 1.618 -0.157 -1.050
C 3.987 -1.147 -0.787
H -6.427 1.016 -1.069
H 0.748 -0.750 -1.319
H 0.838 1.780 -1.389
C -3.087 0.132 -0.975
H -4.556 0.741 -2.460
H 2.497 3.056 -0.289
H 3.281 2.670 3.604
H 0.677 -2.967 1.018
C -6.424 -1.130 0.747
```

LUMO level	2.72	eV
frontier orbital gap	7.19	eV
charge	-1
multiplicity	1
ΔE to the lowest compared entry with this formula, charge and spin	0.267	eV
HOMO	-4.46	eV

ORCA calculation (ωB97M-V with the def2-TZVPD basis set) on a 2-piece molecular cluster, C6H8N3O2 overall.

XYZ file:
```
19
C6H8N3O2 (ωB97M-V with the def2-TZVPD basis set)
H -1.131 2.142 -0.890
C -1.151 -0.724 1.032
C -2.378 -1.246 0.637
H -2.752 -2.115 1.078
H -3.024 0.978 -1.848
H 1.654 2.342 1.203
O 2.172 -0.370 -0.202
C -3.064 -0.629 -0.423
N 3.353 -0.174 -0.142
H 4.417 -1.712 -1.065
H -4.013 -1.245 -0.653
C -1.390 1.137 -0.543
H 5.359 -0.486 -0.432
C -0.607 0.492 0.419
N 4.390 -0.832 -0.632
H -0.682 -1.172 1.798
O 0.953 2.129 0.641
C -2.595 0.567 -0.983
N 0.489 0.917 1.006
```

LUMO level (alpha / beta)	-6.44 / -6.44	eV
frontier orbital gap (alpha / beta)	5.87 / 5.87	eV
charge	+1
multiplicity	1
ΔE to the lowest compared entry with this formula, charge and spin	4.217	eV
HOMO (alpha / beta)	-12.31 / -12.31	eV

ORCA calculation (ωB97M-V with the def2-TZVPD basis set) on C6H6N2O2S4 as an isolated structure.

XYZ file:
```
20
C6H6N2O2S4 (ωB97M-V with the def2-TZVPD basis set)
O -1.544 -1.481 -2.996
C 1.100 0.797 1.816
O -1.372 -1.249 0.743
H 0.218 -2.208 -1.429
C -1.116 -0.019 2.776
H -1.158 -1.022 3.376
C -0.790 -0.798 -2.357
S 0.668 1.229 -1.579
H -1.830 1.093 -1.729
S 2.759 -0.535 -0.921
C 1.143 -0.380 -1.030
H -2.030 0.502 2.763
S 2.596 1.627 1.632
H 3.058 0.979 0.424
H -0.991 1.179 -3.238
N 0.560 0.034 0.943
C -0.921 0.715 -2.313
C -0.650 -0.502 1.367
N 0.144 -1.247 -1.466
S 0.156 1.287 3.221
```

LUMO level	-0.45	eV
frontier orbital gap	8.25	eV
charge	0
multiplicity	1
ΔE to the lowest compared entry with this formula, charge and spin	2.077	eV
HOMO	-8.70	eV

ORCA calculation (ωB97M-V with the def2-TZVPD basis set) on an isolated ion of composition C3H5N2O2 and charge +1.

XYZ file:
```
12
C3H5N2O2 (ωB97M-V with the def2-TZVPD basis set)
O -0.119 -2.255 0.097
C 0.447 0.144 1.591
H -0.635 0.642 -2.819
C -0.154 0.945 -0.781
N -0.035 -1.217 -0.336
H 1.163 0.924 2.017
H -0.556 0.107 2.218
H 1.010 -0.678 2.094
O -0.411 -0.987 -1.763
C 0.126 0.003 0.169
H -0.302 2.001 -0.580
N -0.534 0.371 -1.906
```

LUMO level (alpha / beta)	-5.85 / -5.85	eV
frontier orbital gap (alpha / beta)	9.32 / 9.32	eV
charge	+1
multiplicity	1
ΔE to the lowest compared entry with this formula, charge and spin	5.288	eV
SMILES string	Cc1c[nH]o[n+]1=O
HOMO (alpha / beta)	-15.17 / -15.17	eV

Copy entry 8 word for word.
ORCA calculation (ωB97M-V with the def2-TZVPD basis set) on an isolated ion of composition C3H5N2O2 and charge +1.

XYZ file:
```
12
C3H5N2O2 (ωB97M-V with the def2-TZVPD basis set)
O -0.119 -2.255 0.097
C 0.447 0.144 1.591
H -0.635 0.642 -2.819
C -0.154 0.945 -0.781
N -0.035 -1.217 -0.336
H 1.163 0.924 2.017
H -0.556 0.107 2.218
H 1.010 -0.678 2.094
O -0.411 -0.987 -1.763
C 0.126 0.003 0.169
H -0.302 2.001 -0.580
N -0.534 0.371 -1.906
```

LUMO level (alpha / beta)	-5.85 / -5.85	eV
frontier orbital gap (alpha / beta)	9.32 / 9.32	eV
charge	+1
multiplicity	1
ΔE to the lowest compared entry with this formula, charge and spin	5.288	eV
SMILES string	Cc1c[nH]o[n+]1=O
HOMO (alpha / beta)	-15.17 / -15.17	eV